No. 1
Computed, not measured: a structure of composition C13H9N5O7S2SeSn, with ωB97M-V/def2-TZVPD.

Orbital gap, eV: 7.122
LUMO level, eV: 4.20
DFT total energy, Ha: -4713.35557
ΔE to the lowest compared entry with this formula, charge and spin, kJ/mol: 0.0
Molar mass, g/mol: 609.0
Net charge: -2

Last column: Löwdin charge in e.
Cartesian coordinates (Å):
Sn -0.43 -0.01 -0.45  1.223
O 4.06 0.20 -0.63  0.077
C 4.44 -0.50 0.47  -0.258
C 5.77 -0.87 0.67  -0.042
C 6.14 -1.55 1.82  -0.114
C 5.19 -1.87 2.78  -0.107
C 3.87 -1.50 2.57  -0.022
C 3.47 -0.83 1.42  -0.072
C 2.03 -0.49 1.23  -0.466
O 1.50 -0.79 0.09  -0.204
N 1.44 0.06 2.25  0.045
N 0.10 0.29 1.97  -0.168
C -0.56 0.82 2.92  -0.921
S -2.29 1.06 2.81  0.913
C -2.29 2.36 4.07  -0.537
C -1.35 1.92 5.18  -0.543
S 0.20 1.35 4.42  0.899
H 4.84 0.37 -1.17  0.102
H 6.51 -0.60 -0.07  0.103
H 7.18 -1.83 1.96  0.091
H 5.47 -2.40 3.68  0.090
H 3.10 -1.73 3.30  0.114
H -3.32 2.46 4.44  0.071
H -1.97 3.28 3.61  0.032
H -1.79 1.12 5.77  0.062
H -1.10 2.76 5.83  0.069
O -3.15 -2.74 -1.50  -0.500
Se -1.76 -2.62 -0.69  0.733
O -1.24 -4.00 -0.04  -0.488
O -1.83 -1.39 0.48  -0.637
O -0.58 -1.87 -1.63  -0.634
O -0.63 3.60 0.65  -0.139
N -0.79 4.11 1.76  -0.101
C -0.44 5.40 1.93  -0.347
C 0.10 6.21 0.89  -0.244
N 0.55 6.88 0.06  0.099
C -0.65 5.96 3.22  -0.260
N -0.83 6.40 4.27  0.082


No. 2
Computed, not measured: a cluster of 2 separate species, C33H42N2O4 in total in a non-equilibrium geometry, with ωB97M-V/def2-TZVPD.

Orbital gap, eV: 2.971
LUMO level, eV: -2.33
DFT total energy, Ha: -1693.07457
ΔE to the lowest compared entry with this formula, charge and spin, kJ/mol: 78.1
Molar mass, g/mol: 530.7

Last column: Löwdin charge in e.
Cartesian coordinates (Å):
C 0.13 4.95 2.73  -0.084
C 0.47 3.81 1.82  -0.260
O 1.77 3.29 2.12  -0.039
C 2.07 2.26 1.29  -0.468
C 3.40 1.68 1.59  -0.134
C 3.92 0.70 0.67  -0.445
O 3.36 0.41 -0.39  -0.047
C 5.29 0.08 1.01  -0.136
C 6.47 0.83 0.37  -0.214
C 6.83 2.16 1.02  -0.208
C 5.77 3.28 0.86  -0.208
C 4.98 3.56 2.14  -0.201
C 4.22 2.30 2.65  -0.187
O 1.28 1.92 0.42  -0.002
H -0.87 5.29 2.47  0.069
H 0.12 4.66 3.79  0.075
H 0.81 5.80 2.60  0.076
H -0.27 3.01 1.93  0.114
H 0.47 4.15 0.77  0.120
H 5.44 -0.01 2.09  0.099
H 5.29 -0.93 0.58  0.106
H 7.35 0.18 0.42  0.100
H 6.25 0.98 -0.69  0.112
H 7.05 2.01 2.08  0.109
H 7.75 2.52 0.54  0.098
H 6.27 4.20 0.55  0.099
H 5.07 3.01 0.06  0.112
H 5.65 3.93 2.93  0.104
H 4.23 4.34 1.93  0.102
H 3.56 2.62 3.47  0.104
H 4.96 1.59 3.05  0.092
C -5.67 -3.68 -1.52  -0.007
N -4.65 -2.78 -1.03  -0.035
C -4.71 -2.32 0.25  -0.369
O -5.59 -2.59 1.07  0.092
C -3.49 -1.41 0.48  -0.156
C -2.59 -1.92 1.60  -0.078
C -3.32 -1.99 2.93  -0.239
C -3.53 -3.23 3.54  -0.043
C -4.22 -3.31 4.75  -0.072
C -4.70 -2.14 5.35  -0.082
C -4.49 -0.89 4.74  -0.070
C -3.80 -0.82 3.52  -0.039
N -2.84 -1.43 -0.84  0.046
C -1.71 -0.72 -1.05  0.041
C -1.03 -0.65 -2.26  -0.056
C 0.16 0.03 -2.50  0.091
C 0.78 0.07 -3.80  -0.188
C 1.99 0.79 -4.02  0.019
C 2.59 0.82 -5.28  -0.052
C 2.02 0.12 -6.36  -0.053
C 0.84 -0.60 -6.16  -0.073
C 0.23 -0.63 -4.91  -0.018
C -3.54 -2.28 -1.83  -0.460
C -2.67 -3.45 -2.30  0.016
C -4.09 -1.47 -3.01  0.014
H -6.36 -3.89 -0.69  0.099
H -6.23 -3.23 -2.34  0.095
H -5.23 -4.62 -1.86  0.094
H -3.86 -0.39 0.71  0.173
H -2.23 -2.92 1.32  0.132
H -1.73 -1.24 1.67  0.128
H -3.16 -4.13 3.03  0.115
H -4.38 -4.29 5.21  0.105
H -5.23 -2.19 6.30  0.102
H -4.87 0.02 5.19  0.105
H -3.64 0.13 3.02  0.116
H -1.34 -0.17 -0.18  0.159
H -1.48 -1.20 -3.08  0.054
H 0.65 0.57 -1.68  0.126
H 2.43 1.31 -3.17  0.129
H 3.51 1.39 -5.43  0.114
H 2.49 0.13 -7.34  0.110
H 0.38 -1.16 -6.99  0.108
H -0.69 -1.20 -4.80  0.099
H -2.37 -4.05 -1.44  0.105
H -3.25 -4.08 -2.99  0.093
H -1.77 -3.10 -2.81  0.077
H -4.78 -0.70 -2.63  0.108
H -3.30 -0.96 -3.57  0.074
H -4.63 -2.14 -3.69  0.093